DFT (ωB97M-V with the def2-TZVPD basis set) results for C2H5BrClN in the gas phase.

The geometry in XYZ format:
```
10
C2H5BrClN ωB97M-V with the def2-TZVPD basis set
C -0.78316 -0.65550 -0.44875
C -0.08834 0.60840 -0.02442
N 1.17980 0.28124 0.39532
Cl -1.14744 1.42674 1.47640
Br 0.38493 -1.62029 -1.59892
H -1.75011 -0.59680 -0.97125
H -0.89911 -1.23440 0.41151
H 0.01729 1.36899 -0.74904
H 1.92558 0.91885 0.54880
H 1.16055 -0.49723 0.96034
```

Properties
Gap between HOMO and LUMO (eV): 10.4
Highest occupied orbital energy (eV): -9.66
Molar mass (g mol⁻¹): 158.4
Total charge: 0
SMILES string: N[C@H](Cl)CBr
Energy relative to the best compared isomer or geometry (same formula, charge and spin) (eV): 0.5971